[1]
Density functional theory data (ωB97M-V/def2-TZVPD) for C21H25F5N2O7S2SiTi as an isolated structure.

```
! wB97M-V def2-TZVPD RIJCOSX def2/J DEFGRID3
* xyz -1 2
Ti -0.28238 -0.29500 0.57269
N -1.33824 3.25446 3.03608
C -1.83640 2.65965 1.90750
O -1.75064 3.21281 0.81912
C -2.48651 1.31021 2.11670
C -2.29586 0.37392 0.93255
H -0.75518 4.06167 2.88433
H -1.09746 2.66437 3.81427
H -3.54560 1.53378 2.31259
H -2.08447 0.86419 3.03021
H -2.72280 0.83383 0.03801
H -2.85106 -0.55708 1.09956
O -0.47827 -1.91332 1.55289
C -0.92386 -3.07181 1.22810
C -1.46836 -3.39800 -0.04697
C -1.97640 -4.68431 -0.25896
C -2.52608 -5.02934 -1.47198
C -2.58798 -4.11573 -2.53014
C -2.08770 -2.85223 -2.34425
C -1.51522 -2.44590 -1.11882
O -1.05148 -1.24355 -0.99745
N -3.05652 -6.37224 -1.65724
O -2.99361 -7.15850 -0.72597
O -3.55044 -6.65389 -2.73768
H -0.87225 -3.85018 1.98880
H -1.94228 -5.41685 0.53597
H -3.02240 -4.41997 -3.47048
H -2.10970 -2.12498 -3.14633
C 2.32987 2.66244 2.88780
Si 1.52532 0.99089 3.14674
C 2.85030 -0.31768 3.22504
C 0.62789 0.99867 4.81314
O 0.44648 0.71714 1.96385
H 2.98455 2.93822 3.72035
H 1.57064 3.44308 2.77386
H 2.92584 2.64453 1.97081
H 3.52480 -0.14158 4.07016
H 3.42976 -0.33360 2.30005
H 2.40196 -1.30841 3.34197
H 1.24785 0.54462 5.59143
H -0.29531 0.41489 4.74984
H 0.37910 2.00864 5.15520
C -0.30228 3.67287 -1.70497
S -0.96500 2.01957 -1.64713
C -0.54429 1.50735 -3.30721
O 0.04424 1.28198 -0.79085
H 0.75828 3.61160 -1.95203
H -0.45832 4.08860 -0.71125
H -0.85364 4.24903 -2.44925
H -1.18332 2.03628 -4.01612
H -0.73805 0.43530 -3.34646
H 0.51071 1.70445 -3.49645
F 3.35982 1.87598 -5.07403
C 3.07135 1.16261 -3.97417
C 2.58715 -0.12651 -4.07728
F 2.39917 -0.66504 -5.29278
C 2.27536 -0.84451 -2.93590
F 1.79567 -2.07863 -3.11718
C 2.44610 -0.33556 -1.64772
S 2.08530 -1.25454 -0.21167
C 2.93134 0.97322 -1.59031
F 3.11698 1.57117 -0.40862
C 3.23616 1.71310 -2.71708
F 3.68741 2.97384 -2.60491
*
```

The calculation puts the energy above the lowest of the compared OMol25 structures with the same formula, charge and spin at 0.287 eV. As for the expectation value of S²: 0.778. The HOMO energy (alpha / beta) comes out at -3.47 / -4.78 eV.

Atomic partial charges in e from the Löwdin method, atoms 1 to 2:
1. Ti 0.89
2. N 0.17

[2]
Density functional theory data (ωB97M-V/def2-TZVPD) for one molecule with the formula C21H25FN2O2S.

```
! wB97M-V def2-TZVPD RIJCOSX def2/J DEFGRID3
* xyz 0 1
C 0.75653 -0.20337 6.42431
C 0.04955 0.44703 5.28326
C -1.33861 0.74516 5.28994
C -1.76483 1.33471 4.14766
S -0.49037 1.53446 3.01285
C 0.64528 0.79208 4.10212
C 2.09604 0.73804 3.78808
O 2.90564 1.27807 4.52468
N 2.46716 0.06352 2.67807
C 3.82832 0.16014 2.19771
C 3.83903 0.89374 0.85694
C 2.91067 0.19796 -0.13696
C 1.49713 0.07397 0.44077
C 0.56623 -0.64603 -0.53632
C -0.90207 -0.62501 -0.09587
C -1.75323 -1.22376 -1.20162
O -2.04330 -2.39969 -1.25556
N -2.13987 -0.32807 -2.13889
C -2.83054 -0.72118 -3.35004
C -1.88540 -0.75640 -4.52375
C -0.81709 -1.64629 -4.54003
C 0.07509 -1.66723 -5.59631
C -0.08644 -0.79709 -6.66267
C -1.14053 0.09857 -6.67085
C -2.01766 0.10770 -5.60180
F -3.03964 0.99547 -5.61516
C 1.59329 -0.65605 1.78644
H 0.58704 -1.28078 6.41046
H 0.38004 0.18724 7.36718
H 1.82445 -0.01489 6.36156
H -1.98041 0.53192 6.12617
H -2.74907 1.67447 3.89391
H 4.40926 0.69959 2.94724
H 4.23928 -0.84891 2.08107
H 4.85663 0.92527 0.46592
H 3.50196 1.92033 1.01395
H 2.88305 0.75945 -1.07294
H 3.29534 -0.80087 -0.35802
H 1.10385 1.07948 0.62854
H 0.65184 -0.16391 -1.51449
H 0.88701 -1.68331 -0.65246
H -1.03631 -1.23444 0.79659
H -1.21415 0.39735 0.12190
H -1.81468 0.62371 -2.08144
H -3.22730 -1.72342 -3.16289
H -3.65582 -0.03080 -3.54001
H -0.70097 -2.32698 -3.71007
H 0.89670 -2.36699 -5.59109
H 0.60658 -0.81487 -7.48967
H -1.29178 0.78766 -7.48668
H 0.61416 -0.77196 2.24758
H 2.01662 -1.65530 1.62423
*
```

The calculation puts the energy above the lowest of the compared OMol25 structures with the same formula, charge and spin at 0.265 eV. As for the structure (SMILES): Cc1ccsc1C(=O)N1CCC[C@@H](CCC(=O)NCc2ccccc2F)C1. The HOMO energy comes out at -8.89 eV.

Atomic partial charges in e from the Löwdin method, atoms 1 to 2:
1. C -0.02
2. C -0.31

[3]
Density functional theory data (ωB97M-V/def2-TZVPD) for one molecule with the formula C21H25FN2O4S.

```
! wB97M-V def2-TZVPD RIJCOSX def2/J DEFGRID3
* xyz 0 1
C -0.87581 3.47604 -0.08793
C -1.38189 2.38286 -1.00002
S -2.70397 1.45707 -0.13923
O -3.96307 1.92455 -0.64162
O -2.48064 1.50723 1.28042
N -2.58591 -0.14575 -0.55993
C -2.75408 -0.44840 -1.96280
C -2.59509 -1.90817 -2.27999
C -2.68624 -2.32055 -3.60458
C -2.51895 -3.64855 -3.94586
C -2.24477 -4.58371 -2.96111
C -2.14592 -4.17979 -1.64357
C -2.32472 -2.84766 -1.29095
C -2.24503 -2.41922 0.14620
C -1.72754 -0.97908 0.24141
C -0.26054 -0.86692 -0.17798
O 0.05135 -0.35056 -1.24184
N 0.67605 -1.33770 0.66915
C 0.46288 -1.86440 1.99444
C 2.07952 -1.22199 0.28296
C 2.71522 -0.02581 0.93857
C 3.59663 -0.14943 2.00554
C 4.11981 0.96927 2.61841
C 3.78613 2.26201 2.20346
O 4.37018 3.26408 2.90075
C 4.09350 4.61136 2.57703
C 2.90164 2.36555 1.12801
F 2.51967 3.57253 0.63392
C 2.37627 1.24812 0.50920
H -0.02778 3.99264 -0.53331
H -0.56867 3.04523 0.86192
H -1.66699 4.19541 0.10864
H -0.60953 1.66265 -1.25362
H -1.84414 2.77506 -1.90058
H -3.75833 -0.10382 -2.23262
H -2.02971 0.10867 -2.57350
H -2.89061 -1.58644 -4.37031
H -2.59627 -3.95478 -4.97832
H -2.10568 -5.62254 -3.22062
H -1.93042 -4.90543 -0.87166
H -1.60875 -3.10282 0.70919
H -3.24755 -2.44527 0.58312
H -1.84316 -0.58373 1.25479
H 1.19839 -1.42228 2.66972
H 0.59570 -2.95090 2.00026
H -0.52728 -1.62569 2.36846
H 2.10207 -1.11274 -0.80378
H 2.59484 -2.14215 0.56939
H 3.88727 -1.12874 2.35634
H 4.80638 0.87949 3.44492
H 4.41144 4.85585 1.56055
H 3.03209 4.84449 2.69159
H 4.67140 5.20051 3.28730
H 1.70060 1.38433 -0.31992
*
```

The calculation puts the energy above the lowest of the compared OMol25 structures with the same formula, charge and spin at 0.431 eV. As for the structure (SMILES): CCS(=O)(=O)N1Cc2ccccc2C[C@H]1C(=O)N(C)Cc1ccc(OC)c(F)c1. The HOMO energy comes out at -8.72 eV.

Atomic partial charges in e from the Löwdin method, atoms 1 to 2:
1. C -0.12
2. C -0.25

[4]
Density functional theory data (ωB97M-V/def2-TZVPD) for C21H25IN3STi as an isolated structure.

```
! wB97M-V def2-TZVPD RIJCOSX def2/J DEFGRID3
* xyz 2 2
Ti 0.05569 -0.22407 0.04679
I -1.31429 -2.35924 -1.28073
C -2.40396 -0.86472 -2.30762
C -3.36462 -1.29355 -3.16851
C -4.05905 -0.32400 -3.93258
C -3.74993 0.99621 -3.79924
C -2.74362 1.42690 -2.89637
C -2.40286 2.80400 -2.78000
C -1.42892 3.22442 -1.92492
C -0.75729 2.28081 -1.11403
C -1.04570 0.93756 -1.18578
C -2.04375 0.48706 -2.10549
H -3.59527 -2.34429 -3.28710
H -4.82551 -0.64719 -4.62760
H -4.26938 1.74128 -4.39421
H -2.92943 3.52200 -3.40388
H -1.17289 4.27486 -1.85842
H -0.00642 2.66198 -0.43315
C 3.05683 -3.19480 -1.12581
N 2.98391 -2.30433 0.05589
C 3.21181 -3.00516 1.34002
C 2.62826 -1.03394 -0.05575
S 1.88807 -0.43421 -1.50010
N 2.79648 -0.19923 1.02902
C 4.11411 -0.17248 1.73643
C 2.25138 1.16447 0.94357
H 3.79872 -3.96009 -0.91186
H 3.35401 -2.64461 -2.00766
H 2.09388 -3.66991 -1.30395
H 2.65717 -3.94170 1.30659
H 2.86301 -2.41243 2.17489
H 4.26522 -3.24243 1.48223
H 4.72966 -1.00583 1.43597
H 3.98208 -0.18816 2.81568
H 4.63164 0.74267 1.45051
H 1.17629 1.20002 0.78769
H 2.70334 1.74590 0.15061
H 2.39616 1.64828 1.90254
N -0.22641 -1.37569 1.92523
C -0.95123 -0.14980 2.19260
C -2.15656 0.05990 1.54132
C -2.81569 1.28068 1.71198
C -2.26459 2.26845 2.49552
C -1.05425 2.03908 3.16107
C -0.40210 0.83288 3.02240
H 0.48041 -1.54737 2.62037
H -0.84466 -2.16878 1.89051
H -2.63544 -0.73477 0.99295
H -3.76640 1.44046 1.21908
H -2.77858 3.21783 2.61614
H -0.63227 2.80513 3.80324
H 0.52296 0.63994 3.55396
*
```

The calculation puts the energy above the lowest of the compared OMol25 structures with the same formula, charge and spin at 1.078 eV. As for the expectation value of S²: 0.757. The HOMO energy (alpha / beta) comes out at -13.75 / -13.82 eV.

Atomic partial charges in e from the Löwdin method, atoms 1 to 2:
1. Ti 0.55
2. I 1.19

Let's list E_tot in order: -3886.2639 -1573.3169 -1723.7483 -2524.2954 a.u..
Let's list max |F| in order: 0.6 0.7 0.8 0.7 eV Å⁻¹.